(1)
C28H84O14 | ωB97M-V with the def2-TZVPD basis set

- electronic energy (hartree) = -2170.29746
- E_HOMO (eV) = -10.03
- charge = 0

Atoms and positions in Å:
C: 2.749815 0.255472 -5.736645
C: 3.678298 1.445399 -5.984363
O: 3.688114 1.710143 -7.360367
H: 3.075912 -0.673474 -6.204443
H: 1.695185 0.435813 -5.944816
H: 2.802838 -0.028404 -4.685602
H: 4.651094 1.242442 -5.536510
H: 3.354539 2.325336 -5.428490
H: 4.497130 2.203420 -7.514559
C: -0.897027 -0.083713 0.050945
C: 0.370908 -0.116497 -0.883795
O: 1.434051 0.302457 0.016620
H: -1.810670 -0.265946 -0.514867
H: -1.192001 0.873683 0.480469
H: -0.713272 -0.772733 0.875308
H: 0.338076 0.561661 -1.736501
H: 0.571544 -1.149924 -1.166399
H: 1.819288 -0.492175 0.393121
C: -3.607453 -0.790114 6.713867
C: -2.119215 -1.011336 6.752007
O: -1.583945 0.062486 7.480768
H: -3.896811 0.132379 6.210500
H: -4.014278 -0.714353 7.722249
H: -4.070943 -1.633068 6.201316
H: -1.643265 -1.122862 5.777769
H: -1.891644 -1.918896 7.311143
H: -1.755152 0.877930 7.003962
C: -0.695663 6.197448 -0.835749
C: -0.069462 7.135635 0.182502
O: 0.602184 8.208461 -0.395379
H: 0.068921 5.599487 -1.331696
H: -1.319122 6.786406 -1.508446
H: -1.274820 5.446775 -0.298001
H: 0.715269 6.676217 0.783527
H: -0.841731 7.501267 0.859268
H: 0.490295 8.935292 0.221700
C: 5.006924 -2.947121 4.001532
C: 3.564157 -3.059972 3.444218
O: 3.624552 -2.909115 1.981569
H: 4.936493 -3.152147 5.069755
H: 5.487717 -1.989744 3.800633
H: 5.629603 -3.753108 3.613254
H: 2.955524 -2.232511 3.808879
H: 3.147920 -3.997773 3.812158
H: 3.852134 -3.736430 1.551034
C: -4.708159 3.990900 2.433521
C: -5.803497 3.241502 1.617423
O: -5.340308 3.099438 0.275139
H: -3.767623 3.453003 2.552476
H: -5.012275 4.212947 3.456417
H: -4.579718 4.903630 1.851695
H: -6.729503 3.799061 1.757961
H: -6.001498 2.270734 2.071848
H: -5.513207 3.914783 -0.201223
C: -3.342691 2.700447 -4.826932
C: -4.779731 2.159971 -4.835232
O: -4.903911 1.230225 -3.768443
H: -3.193587 3.624292 -5.385844
H: -2.748318 1.931705 -5.320740
H: -2.894238 2.852026 -3.845085
H: -5.101157 1.771513 -5.801606
H: -5.501672 2.972938 -4.757836
H: -4.969110 1.680699 -2.923213
C: -6.258297 -2.485850 1.116949
C: -7.317598 -3.544764 1.189902
O: -6.797839 -4.550255 2.009671
H: -5.360503 -2.972656 0.736060
H: -6.087771 -2.041977 2.097756
H: -6.536096 -1.667191 0.453068
H: -7.539573 -4.001766 0.225549
H: -8.264952 -3.184445 1.590892
H: -6.009160 -4.938388 1.623739
C: 7.699832 -0.148424 -0.269305
C: 8.976785 -0.249774 0.600483
O: 10.010802 -0.787061 -0.232091
H: 7.758407 0.701235 -0.949569
H: 6.795740 0.024351 0.314529
H: 7.569169 -1.056916 -0.857241
H: 8.794744 -0.908494 1.449634
H: 9.217029 0.758141 0.938830
H: 10.770161 -0.928311 0.338030
C: -1.373122 -5.895762 1.037650
C: -2.164963 -6.900447 0.170443
O: -3.521771 -6.579030 0.368819
H: -0.297961 -6.075024 1.034528
H: -1.654505 -5.991305 2.086360
H: -1.576609 -4.901845 0.639138
H: -2.018255 -7.945221 0.444355
H: -1.960738 -6.903981 -0.900250
H: -4.046264 -7.119663 -0.226351
C: 3.958894 -4.924172 -3.058978
C: 3.421391 -6.165718 -2.306822
O: 3.695525 -6.042179 -0.945676
H: 3.229094 -4.115389 -3.095942
H: 4.036415 -5.204922 -4.109342
H: 4.956687 -4.584650 -2.781058
H: 3.916676 -7.063414 -2.676852
H: 2.342758 -6.262994 -2.430131
H: 3.438532 -6.857860 -0.509527
C: 6.280346 5.456866 -1.233591
C: 4.836557 5.009112 -1.162342
O: 4.779493 3.966400 -0.276056
H: 6.360393 6.196103 -2.030588
H: 6.967798 4.625519 -1.389676
H: 6.596684 5.937347 -0.307764
H: 4.582678 4.714290 -2.180544
H: 4.184023 5.812254 -0.819894
H: 4.003097 3.412916 -0.387593
C: 0.807872 3.400611 4.512461
C: -0.011388 4.564616 5.062311
O: -1.048329 4.048651 5.820706
H: 1.112955 2.648743 5.240290
H: 1.722790 3.695831 3.998777
H: 0.234994 2.794143 3.810951
H: -0.282614 5.342932 4.349029
H: 0.640114 5.145864 5.714841
H: -1.591513 4.799448 6.071436
C: -3.431650 -3.427120 -3.984891
C: -4.883845 -3.708024 -4.088605
O: -5.448821 -2.818386 -5.090183
H: -2.972625 -3.750884 -4.919007
H: -2.870320 -3.934616 -3.200382
H: -3.250667 -2.363995 -3.826394
H: -5.326241 -3.532726 -3.107970
H: -4.993217 -4.756403 -4.366152
H: -5.323035 -1.937381 -4.730189

Atomic forces in eV per Å
C 0.3 -0.2 0.9
C -1.0 -0.7 0.8
O 0.7 0.2 -0.3
H 0.1 0.3 -0.6
H 0.2 0.2 -0.3
H -0.1 0.3 0.3
H 0.4 -0.3 -0.5
H -0.5 0.1 0.1
H 0.0 0.1 -0.4
C -0.1 0.2 -1.4
C -0.5 0.4 2.8
O 0.2 0.1 -0.9
H -0.1 -0.9 0.0
H 1.0 0.4 0.0
H -0.3 -0.2 -0.2
H 0.0 -0.1 0.1
H -0.2 0.1 -0.5
H 0.1 0.0 0.1
C -0.5 -0.7 -0.5
C -0.4 0.3 0.5
O 1.1 0.3 0.5
H 0.2 0.0 -0.2
H 0.1 -0.2 0.0
H -0.4 0.0 0.0
H -0.1 0.1 -0.3
H 0.0 0.0 0.1
H 0.0 0.1 -0.1
C 0.5 -0.1 0.7
C 0.1 -0.8 0.7
O 0.0 1.4 -0.9
H 0.0 0.4 -0.5
H 0.1 -0.3 -0.2
H -0.4 0.2 0.0
H -0.4 -0.9 0.3
H -0.2 0.0 0.1
H 0.3 0.2 -0.3
C -0.9 -0.5 0.2
C 1.8 0.6 -1.0
O -0.7 0.0 1.2
H 0.2 0.4 0.2
H -0.2 0.0 0.0
H 0.0 0.0 -0.3
H 0.0 -0.1 -0.1
H -0.3 -0.1 -0.5
H 0.1 -0.2 0.2
C -0.7 -0.3 -0.3
C 1.3 0.3 1.3
O -0.6 -0.4 0.2
H 0.0 -0.1 -0.5
H -0.3 0.2 -0.1
H 0.5 0.3 0.4
H -0.2 0.1 -0.6
H 0.2 -0.3 -0.5
H 0.0 0.1 0.1
C 0.2 -0.5 -1.0
C 0.3 1.5 0.8
O -0.5 -0.8 -0.6
H -0.2 0.0 -0.1
H 0.3 0.1 0.1
H -0.5 -0.1 0.2
H 0.6 -0.9 0.2
H -0.1 0.3 0.6
H 0.0 0.2 -0.1
C -0.3 0.8 -0.6
C 0.3 -0.2 -0.4
O -0.5 -1.1 1.3
H 0.2 0.3 0.1
H 0.2 -0.2 0.0
H 0.1 0.0 -0.2
H -0.1 0.4 -0.4
H 0.1 -0.1 0.3
H 0.1 0.1 -0.2
C 0.4 0.1 0.2
C -1.1 0.0 -1.1
O -0.2 0.2 0.4
H 0.2 -0.1 -0.1
H 0.1 -0.1 0.3
H 0.0 0.0 0.1
H 0.0 0.0 0.1
H 0.2 0.0 0.2
H 0.2 0.0 -0.1
C 0.0 -0.8 -0.8
C 0.3 -0.1 0.5
O -0.8 0.3 0.0
H 0.0 0.0 -0.4
H -0.4 0.2 -0.1
H 0.0 0.1 0.3
H 0.4 -0.1 0.5
H 0.5 0.6 -0.1
H -0.1 0.0 0.0
C -0.7 -0.8 -0.7
C 0.5 0.7 -0.7
O 0.3 0.3 1.3
H 0.2 0.2 0.6
H 0.1 -0.1 -0.2
H -0.2 -0.1 0.4
H 0.0 -0.1 -0.3
H -0.1 0.0 -0.4
H 0.0 0.0 0.1
C 0.0 0.7 0.3
C 0.7 0.7 -0.9
O 0.0 -1.7 1.3
H 0.3 0.0 -0.1
H -0.2 -0.1 -0.3
H -0.1 0.0 0.1
H -0.5 -0.1 -0.1
H -0.1 0.3 -0.3
H -0.1 0.1 -0.1
C -0.2 -0.4 -0.7
C 2.3 0.1 0.3
O -1.3 -0.1 0.2
H -0.1 0.5 0.6
H -0.1 0.3 0.0
H -0.2 0.2 -0.3
H -0.6 -0.5 -0.7
H 0.4 0.0 0.4
H -0.3 -0.1 0.2
C 1.5 0.1 -0.3
C -0.2 0.6 0.1
O 0.0 -1.2 0.7
H 0.2 0.3 -0.1
H -0.4 -0.3 0.3
H 0.0 0.1 -0.1
H -0.5 -0.1 0.0
H -0.6 0.2 -0.3
H -0.1 0.3 -0.1

Löwdin population analysis, charges in e, atoms 1 to 8:
1 C -0.09
2 C -0.34
3 O -0.07
4 H 0.07
5 H 0.07
6 H 0.06
7 H 0.11
8 H 0.10

(2)
C28H84O14S14 | ωB97M-V with the def2-TZVPD basis set

- electronic energy (hartree) = -7744.52510
- E_HOMO (eV) = -8.59
- charge = 0

Atoms and positions in Å:
C: -3.377326 -1.865894 -5.444926
S: -5.005950 -1.539885 -4.739531
O: -5.699709 -0.422841 -5.508797
C: -5.758220 -3.145803 -5.184560
H: -2.886143 -0.897591 -5.348843
H: -3.285689 -1.985538 -6.524462
H: -2.855156 -2.746296 -5.070316
H: -5.830454 -3.163328 -6.272022
H: -6.770443 -3.154514 -4.780295
H: -5.085467 -3.922746 -4.821400
C: -7.973341 9.147218 1.320565
S: -6.997783 7.595510 1.398659
O: -7.701156 6.961020 2.576610
C: -5.556585 8.487981 2.057064
H: -7.914753 9.733924 2.237316
H: -9.004272 8.845615 1.135296
H: -7.701013 9.749253 0.453680
H: -4.729613 7.781325 2.126842
H: -5.825519 8.755782 3.078857
H: -5.291828 9.356113 1.453450
C: 4.046292 8.033471 1.338163
S: 2.620496 6.968109 1.596664
O: 1.871700 7.429996 2.865569
C: 1.656743 7.528246 0.166850
H: 4.406677 7.947786 0.313037
H: 4.879124 7.596527 1.889147
H: 3.956380 9.103911 1.523005
H: 1.702731 8.617227 0.177537
H: 0.612723 7.216939 0.201596
H: 2.100034 7.081491 -0.723093
C: -0.188742 -0.487922 -0.074122
S: -0.072532 1.334264 -0.333701
O: 0.217511 1.651304 -1.800292
C: -1.757686 1.810099 0.262883
H: -1.211163 -0.722970 -0.369929
H: -0.135717 -0.685688 0.996481
H: 0.437698 -1.062506 -0.756419
H: -1.923469 1.142685 1.108564
H: -2.502657 1.658366 -0.518199
H: -1.614346 2.847704 0.564453
C: -2.541193 -9.474474 3.407454
S: -1.898850 -7.699257 3.558122
O: -0.395495 -7.880801 3.564093
C: -2.328581 -7.227086 1.843767
H: -2.065945 -10.104220 4.159554
H: -2.201568 -9.940592 2.482533
H: -3.628113 -9.524552 3.472129
H: -1.749908 -7.763034 1.091455
H: -2.231964 -6.175669 1.573021
H: -3.353419 -7.478645 1.570791
C: 2.350565 -7.838022 -1.410825
S: 1.618107 -7.205024 -2.965360
O: 2.384675 -5.850967 -3.179516
C: 2.506213 -8.587472 -3.912973
H: 3.437325 -7.921778 -1.404975
H: 1.831435 -8.786323 -1.271659
H: 2.058203 -7.091371 -0.672500
H: 3.569514 -8.384701 -3.784963
H: 2.314593 -8.659192 -4.983595
H: 2.223425 -9.535964 -3.456352
C: 6.765551 3.114631 -3.533005
S: 8.244272 2.497873 -4.442048
O: 8.210154 1.006052 -4.349815
C: 7.729418 2.918033 -6.201457
H: 6.704800 4.202053 -3.576984
H: 6.799339 2.766880 -2.500525
H: 5.775287 2.723985 -3.767277
H: 7.060045 3.777730 -6.170596
H: 7.330491 2.147659 -6.861373
H: 8.645159 3.182049 -6.730435
C: 3.311568 -1.072526 -7.137457
S: 2.935989 -1.763423 -8.758584
O: 4.186272 -1.507597 -9.492558
C: 2.867328 -3.619671 -8.362084
H: 4.257688 -1.401720 -6.707834
H: 2.479875 -1.364184 -6.496116
H: 3.351910 0.014376 -7.209048
H: 3.895414 -3.931305 -8.177642
H: 2.518096 -4.156752 -9.243939
H: 2.217548 -3.661797 -7.487958
C: 4.021898 2.382587 6.103809
S: 2.235991 2.064716 6.371603
O: 1.985294 0.704053 5.752072
C: 2.341089 1.835047 8.211805
H: 4.629869 1.706471 6.704924
H: 4.260712 3.434033 6.263625
H: 4.293106 1.973597 5.130522
H: 1.358046 1.556471 8.591447
H: 2.596731 2.790846 8.669171
H: 3.116246 1.133053 8.519079
C: -8.426368 0.077884 0.931484
S: -8.100911 -1.734155 0.768362
O: -6.555066 -1.936671 0.903773
C: -8.957401 -2.197242 2.349335
H: -7.885145 0.534355 0.102740
H: -8.220318 0.631548 1.847498
H: -9.499402 0.266432 0.897885
H: -8.930018 -3.286745 2.331429
H: -10.016588 -1.943680 2.393390
H: -8.524565 -1.760220 3.249213
C: -3.881845 -0.166401 6.551940
S: -4.958260 1.297472 6.171576
O: -6.164746 1.250525 7.112117
C: -3.867294 2.667069 6.846994
H: -3.146746 0.115028 7.305941
H: -3.266517 -0.417524 5.687989
H: -4.424648 -1.048726 6.891010
H: -2.898790 2.505711 6.373626
H: -3.760206 2.526542 7.922576
H: -4.372521 3.591092 6.565881
C: 6.319221 -2.758357 -0.673801
S: 7.872208 -3.661637 -0.943588
O: 7.828641 -4.841075 0.059080
C: 7.474475 -4.316080 -2.611261
H: 5.537670 -3.517645 -0.646484
H: 6.221960 -2.055589 -1.501309
H: 6.343592 -2.233448 0.281166
H: 7.148051 -3.457545 -3.198167
H: 6.665524 -5.046614 -2.608044
H: 8.296358 -4.723764 -3.199824
C: 1.567346 -4.949814 7.853396
S: 3.156156 -4.135618 7.612047
O: 4.226584 -4.947340 8.423879
C: 3.427068 -4.548528 5.814060
H: 1.330149 -5.122854 8.903108
H: 1.653245 -5.935477 7.396021
H: 0.747107 -4.483290 7.307807
H: 2.436953 -4.425731 5.375072
H: 3.820121 -5.561885 5.732088
H: 4.126439 -3.853284 5.349728
C: 0.139156 7.098268 -5.633692
S: -1.537657 7.415150 -6.246937
O: -1.317372 8.894020 -6.583204
C: -2.601227 7.120105 -4.788060
H: 0.646427 7.924462 -5.135516
H: 0.837587 6.798064 -6.414818
H: 0.137201 6.217723 -4.991252
H: -2.198214 7.742546 -3.989157
H: -2.699488 6.078871 -4.480995
H: -3.623506 7.411649 -5.029004

Atomic forces in eV per Å
C 0.3 0.7 -1.2
S -0.8 0.5 -0.4
O 1.0 -1.6 0.6
C 0.1 0.9 -0.5
H 0.5 -0.3 0.8
H -1.0 -0.2 -0.3
H -0.1 0.4 0.8
H 0.1 -0.1 0.0
H 0.2 -0.2 0.2
H -0.3 -0.1 0.1
C -0.3 -0.2 -1.2
S -1.5 1.5 1.7
O 1.0 -0.3 -0.8
C 0.3 -0.8 0.3
H 0.2 -0.3 0.0
H 0.0 -0.2 0.2
H 0.3 0.1 0.0
H 0.1 0.1 -0.2
H -0.1 0.2 -0.1
H -0.1 -0.1 0.0
C 0.9 -0.1 -0.5
S -1.5 0.5 1.9
O 1.3 -0.6 -2.1
C 0.1 0.3 0.1
H -0.4 -0.2 -0.3
H -0.2 0.2 0.5
H -0.5 -0.2 0.4
H -0.1 0.0 -0.3
H 0.2 -0.2 0.4
H 0.1 0.2 0.0
C -1.7 0.6 -0.7
S 1.5 0.3 -0.5
O -1.2 -0.6 1.6
C 1.0 -0.5 -0.8
H -0.1 -0.3 0.0
H 0.6 -0.1 -0.2
H 0.5 0.4 0.5
H -0.2 0.2 0.1
H 0.0 0.1 0.1
H -0.4 -0.1 0.0
C 0.3 0.4 -0.2
S 1.1 -1.7 -1.1
O -1.3 0.5 0.2
C -0.5 -0.1 -0.9
H -0.1 0.5 0.5
H 0.0 0.5 -0.3
H 0.1 0.1 0.1
H 0.5 -0.3 0.5
H 0.3 0.2 0.8
H -0.3 -0.1 0.6
C -1.1 0.5 -0.2
S 3.4 1.5 -0.4
O -1.7 -2.8 0.0
C -0.2 0.7 0.0
H -0.1 0.0 -0.5
H 0.2 0.0 0.5
H -0.1 -0.3 0.2
H 0.0 0.0 0.2
H -0.4 0.4 0.1
H 0.0 0.1 0.1
C -0.5 -0.1 0.2
S -1.4 -0.9 -0.9
O 0.2 0.5 0.2
C 0.5 0.6 0.2
H 0.3 0.0 0.1
H 0.9 0.3 0.2
H 0.2 -0.2 -1.1
H 0.1 0.0 -0.1
H -0.4 -0.5 0.9
H 0.2 0.4 0.3
C -0.6 -0.5 0.6
S 0.2 -0.7 0.4
O 0.5 -0.1 -1.0
C 0.5 1.7 0.0
H 0.0 -0.3 -0.3
H 0.0 0.2 0.3
H -0.2 -0.1 -0.3
H -0.1 0.1 0.3
H -0.3 0.3 0.2
H 0.0 -0.5 -0.1
C 0.0 -0.8 0.1
S 0.6 -1.5 0.2
O 0.1 1.2 0.7
C 0.1 0.5 -0.3
H -0.2 0.3 0.7
H 0.1 -0.2 -0.2
H -0.5 0.7 -0.5
H 0.1 -0.2 -0.2
H 0.0 0.2 -0.2
H -0.2 -0.3 -0.4
C -0.3 0.0 -0.2
S 2.2 1.0 1.5
O -3.3 0.3 0.0
C 0.2 -0.5 -0.3
H -0.3 0.1 0.0
H 1.0 -0.8 0.3
H -0.2 -0.4 -0.8
H 0.3 0.0 0.4
H 0.0 0.3 -0.7
H 0.5 -0.2 -0.3
C 0.8 0.7 0.2
S -1.1 0.1 1.7
O 1.6 -0.1 -1.2
C -0.4 -1.6 -0.5
H -0.2 0.0 0.3
H -0.3 0.0 -0.3
H -0.4 0.4 -0.2
H 0.0 0.4 -0.1
H -0.3 0.1 0.0
H 0.3 -0.1 0.1
C 0.2 -0.4 -0.4
S 0.0 -2.2 1.4
O 0.1 1.9 -1.7
C -0.5 0.5 -0.4
H -0.1 0.2 -0.2
H -0.3 0.0 0.1
H 0.3 -0.1 -0.1
H -0.2 0.2 0.0
H 0.0 0.0 0.4
H 0.4 -0.1 0.7
C -0.1 -1.2 -0.8
S 2.6 -1.0 1.0
O -2.3 1.5 -1.6
C -0.5 0.2 0.9
H 0.3 0.5 0.0
H 0.1 -0.2 0.1
H 0.2 0.5 0.2
H 0.1 -0.2 -0.3
H -0.3 0.0 0.1
H -0.1 0.1 0.4
C 0.4 -1.6 0.7
S 1.6 1.4 -1.3
O -1.4 -1.4 0.7
C 0.4 0.8 0.3
H -0.8 0.3 0.1
H -0.6 0.2 -0.6
H -0.1 0.0 0.4
H -0.3 -0.1 0.2
H 0.6 -0.1 -0.3
H 0.2 0.4 -0.3

Löwdin population analysis, charges in e, atoms 1 to 8:
1 C -0.29
2 S 0.82
3 O -0.56
4 C -0.26
5 H 0.04
6 H 0.06
7 H 0.05
8 H 0.05

The highest E_HOMO belongs to which entry? C28H84O14S14

Among the records above, which one has the lowest electronic energy? C28H84O14S14